Here is a cluster of 2 separate species, C4H12NS2 in total from OMol25. Energies are from wB97M-V/def2-TZVPD.

Geometry as ORCA input:
```
! wB97M-V def2-TZVPD RIJCOSX def2/J DEFGRID3
* xyz 1 1
C 0.699 -2.020 0.594
S 1.025 -0.812 -0.741
S 1.725 0.742 0.457
C 1.492 2.105 -0.722
H 1.652 -2.333 1.013
H 0.149 -1.547 1.406
H 0.196 -2.864 0.136
H 0.503 2.547 -0.598
H 2.273 2.835 -0.537
H 1.576 1.725 -1.738
C -2.795 0.375 0.009
C -2.895 0.607 1.297
N -2.186 -0.886 -0.473
H -3.017 1.067 -0.789
H -3.335 1.546 1.595
H -2.595 -0.082 2.075
H -2.229 -1.593 0.261
H -2.643 -1.262 -1.303
H -1.162 -0.745 -0.690
*
```

## Properties
HOMO-LUMO gap   8.4 eV
HOMO   -11.734 eV
Energy above the lowest of the compared OMol25 structures with the same formula, charge and spin   27.5 kcal per mole

---

Here is a cluster of 2 separate species, C4H12O in total in a non-equilibrium geometry from OMol25. Energies are from wB97M-V/def2-TZVPD.

Geometry as ORCA input:
```
! wB97M-V def2-TZVPD RIJCOSX def2/J DEFGRID3
* xyz -1 2
C -0.205 0.645 -0.508
C 0.727 0.449 0.741
C 0.882 -0.943 1.489
C -0.565 -1.304 1.882
H 0.174 1.662 -0.980
H -1.202 0.755 -0.337
H -0.043 -0.141 -1.233
H 0.443 1.233 1.400
H 1.650 0.850 0.591
H 1.469 -0.535 2.516
H 1.737 -1.476 1.127
H -0.821 -2.422 1.889
H -1.374 -0.749 1.359
H -0.721 -1.023 2.864
H 0.025 0.945 -3.877
H -1.557 1.185 -4.407
O -0.620 0.868 -4.519
*
```

## Properties
HOMO-LUMO gap (spin up / spin down)   2.7 / 11.0 eV
HOMO (spin up / spin down)   1.290 / -7.095 eV
Energy above the lowest of the compared OMol25 structures with the same formula, charge and spin   39.1 kcal per mole

---

Here is a cluster of 2 separate species, C4H12O in total in a non-equilibrium geometry from OMol25. Energies are from wB97M-V/def2-TZVPD.

Geometry as ORCA input:
```
! wB97M-V def2-TZVPD RIJCOSX def2/J DEFGRID3
* xyz 0 1
C 1.822 -0.484 1.607
O 2.121 0.139 2.847
H 1.384 -0.041 3.499
H 0.790 -0.727 1.382
H 2.352 -1.461 1.807
H 2.205 0.283 0.971
C -0.599 0.571 -1.531
C -2.115 0.887 -1.070
C -0.108 -0.714 -0.837
H -0.550 0.297 -2.627
H -0.080 1.551 -1.332
H -2.422 1.847 -1.475
H -2.052 0.830 -0.047
H -0.359 -0.914 0.198
H -0.517 -1.651 -1.417
H -2.893 0.131 -1.306
H 1.021 -0.543 -0.669
*
```

## Properties
HOMO-LUMO gap   11.0 eV
SMILES   CCC.CO
HOMO   -10.108 eV
Energy above the lowest of the compared OMol25 structures with the same formula, charge and spin   50.7 kcal per mole

---

Here is a cluster of 2 separate species, C4H12O in total in a non-equilibrium geometry from OMol25. Energies are from wB97M-V/def2-TZVPD.

Geometry as ORCA input:
```
! wB97M-V def2-TZVPD RIJCOSX def2/J DEFGRID3
* xyz 0 1
C -1.278 -1.068 -1.410
C -1.677 -2.104 -0.397
O -1.765 -1.380 -2.754
H -1.589 -0.036 -1.242
H -0.204 -0.857 -1.507
H -1.737 -3.105 -0.813
H -1.009 -1.660 -3.294
H -2.654 -1.844 -0.012
H -0.990 -2.088 0.436
C 1.742 1.995 0.643
C 1.518 1.543 2.104
H 2.685 1.638 0.268
H 1.796 3.077 0.513
H 0.857 1.684 0.095
H 1.710 2.311 2.829
H 0.486 1.240 2.269
H 2.109 0.656 2.271
*
```

## Properties
HOMO-LUMO gap   11.3 eV
SMILES   CCO.CC
HOMO   -10.422 eV
Energy above the lowest of the compared OMol25 structures with the same formula, charge and spin   19.7 kcal per mole

---

Here is a cluster of 2 separate species, C4H12O in total in a non-equilibrium geometry from OMol25. Energies are from wB97M-V/def2-TZVPD.

Geometry as ORCA input:
```
! wB97M-V def2-TZVPD RIJCOSX def2/J DEFGRID3
* xyz 0 1
C 0.243 -2.155 0.972
C 0.784 -0.758 1.384
O -0.757 -2.052 -0.039
H 0.994 -2.791 0.438
H -0.137 -2.683 1.752
H -0.121 -0.092 1.683
H -1.531 -1.538 0.410
H 1.298 -0.311 0.544
H 1.390 -0.667 2.334
C -0.251 2.134 -0.639
C -0.322 1.176 -1.824
H 0.838 2.203 -0.302
H -0.409 3.180 -0.852
H -0.900 1.853 0.232
H 0.191 1.482 -2.739
H 0.104 0.092 -1.409
H -1.415 0.927 -1.947
*
```

## Properties
HOMO-LUMO gap   11.3 eV
SMILES   CCO.CC
HOMO   -10.354 eV
Energy above the lowest of the compared OMol25 structures with the same formula, charge and spin   31.8 kcal per mole

---

Here is a cluster of 2 separate species, C4H12O in total in a non-equilibrium geometry from OMol25. Energies are from wB97M-V/def2-TZVPD.

Geometry as ORCA input:
```
! wB97M-V def2-TZVPD RIJCOSX def2/J DEFGRID3
* xyz 0 1
C -0.765 0.656 -1.849
C 0.358 -0.299 -1.463
O -1.991 0.242 -1.213
H -0.620 1.691 -1.547
H -1.066 0.670 -2.899
H 1.182 -0.260 -2.165
H -2.368 0.783 -0.514
H -0.143 -1.264 -1.478
H 0.658 -0.128 -0.434
C 1.769 0.141 2.215
C 0.521 -0.782 2.077
H 1.651 1.012 1.582
H 1.842 0.344 3.284
H 2.641 -0.444 1.933
H -0.426 -0.238 1.969
H 0.351 -1.477 2.888
H 0.651 -1.245 1.103
*
```

## Properties
HOMO-LUMO gap   11.2 eV
SMILES   CCO.CC
HOMO   -10.280 eV
Energy above the lowest of the compared OMol25 structures with the same formula, charge and spin   20.6 kcal per mole

---

Here is a cluster of 2 separate species, C4H12O in total in a non-equilibrium geometry from OMol25. Energies are from wB97M-V/def2-TZVPD.

Geometry as ORCA input:
```
! wB97M-V def2-TZVPD RIJCOSX def2/J DEFGRID3
* xyz 0 1
C -1.903 0.269 0.202
C -3.284 0.857 -0.057
H -1.155 0.789 -0.397
H -1.594 0.334 1.241
H -1.834 -0.770 -0.107
H -3.985 0.402 0.659
H -3.740 0.601 -1.008
H -3.316 1.914 0.169
C 1.726 -0.510 0.202
C 3.099 -0.023 -0.274
O 1.312 -1.849 0.030
H 1.725 -0.373 1.287
H 0.953 0.198 -0.111
H 3.511 0.594 0.519
H 1.637 -2.170 -0.821
H 3.056 0.594 -1.166
H 3.791 -0.855 -0.368
*
```

## Properties
HOMO-LUMO gap   11.2 eV
SMILES   CCO.CC
HOMO   -10.188 eV
Energy above the lowest of the compared OMol25 structures with the same formula, charge and spin   16.8 kcal per mole

---

Here is a cluster of 3 separate species, C4H12O10PS4 in total in a non-equilibrium geometry from OMol25. Energies are from wB97M-V/def2-TZVPD.

Geometry as ORCA input:
```
! wB97M-V def2-TZVPD RIJCOSX def2/J DEFGRID3
* xyz 1 1
O -0.870 1.069 2.355
P 0.500 0.329 2.483
O 0.127 -0.998 3.260
S 1.504 0.033 0.919
S 1.648 1.620 3.916
H -0.730 1.946 1.961
H 0.827 -1.244 3.882
H 1.492 1.099 5.149
H 2.949 1.546 3.580
C 4.726 -1.587 -3.186
C 3.339 -1.260 -2.676
O 3.572 -0.358 -1.582
S 4.870 0.535 -1.886
O 4.457 1.785 -2.410
O 5.733 0.443 -0.765
O 5.447 -0.350 -3.080
H 5.222 -2.328 -2.557
H 4.724 -1.931 -4.217
H 2.798 -2.138 -2.333
H 2.746 -0.739 -3.430
C -5.605 0.846 -0.700
C -5.377 -0.644 -0.568
O -4.190 -0.745 0.241
S -4.148 0.461 1.281
O -4.638 0.027 2.537
O -2.874 1.088 1.180
O -5.253 1.375 0.590
H -4.944 1.290 -1.445
H -6.636 1.094 -0.937
H -5.223 -1.134 -1.525
H -6.195 -1.132 -0.036
*
```

## Properties
HOMO-LUMO gap   9.1 eV
HOMO   -13.291 eV